[1]
Entry from the Open Molecules 2025 dataset: a cluster of 2 separate species, C3H6N2O in total (ωB97M-V/def2-TZVPD).

Geometry as XYZ:
```
12
Properties=species:S:1:pos:R:3:forces:R:3:mulliken_charge:R:1
C 0.759 0.560 -0.964 0.53 0.71 0.68 -0.78
C -0.679 -1.453 -0.783 -1.01 -1.74 -1.43 0.11
O -1.666 -1.642 -1.309 0.33 0.26 0.36 -0.25
N -0.597 -1.098 1.562 0.35 0.50 0.88 -0.61
C -0.496 0.146 1.322 -0.24 -0.46 -0.22 0.04
N 0.530 0.744 0.572 -0.42 0.13 -1.21 -0.37
H -0.016 0.414 -1.759 -0.07 0.29 1.42 0.26
H 1.144 1.541 -1.174 0.60 0.32 -0.41 0.36
H 1.522 -0.199 -1.184 -0.19 0.32 0.41 0.30
H 0.265 -1.546 1.247 -0.20 -0.10 0.01 0.34
H -1.309 0.797 1.674 0.32 -0.01 -0.04 0.32
H 0.545 1.735 0.795 0.01 -0.22 -0.45 0.29
```
Forces are in eV/Å.

The value obtained for the HOMO-LUMO gap is 10.11 eV. For the molecular weight, the calculation gives 86.1 g/mol. The value obtained for the relative energy (zero: lowest compared OMol25 entry of this formula, charge and spin) is 298.5 kJ/mol.

=====

[2]
Entry from the Open Molecules 2025 dataset: the molecule C6H10O (ωB97M-V/def2-TZVPD).

Geometry as XYZ:
```
17
Properties=species:S:1:pos:R:3:forces:R:3:mulliken_charge:R:1
O 2.469 0.158 -0.509 0.02 0.64 -0.26 -0.46
C 1.896 1.112 -0.994 0.12 -0.96 0.34 -0.02
C 0.538 1.509 -0.462 0.08 -0.06 -0.72 -0.48
C -0.467 0.417 -0.962 -0.52 -0.37 0.99 -0.75
C -0.394 -0.996 -0.340 1.82 0.29 1.14 -0.55
C -1.292 -1.432 1.964 -1.07 0.93 0.02 -0.80
C -0.362 -0.911 1.172 -0.56 -0.68 -0.21 -0.13
H 2.333 1.593 -1.894 -0.20 0.19 0.15 0.37
H 0.221 2.493 -0.820 0.04 -0.16 -0.29 0.29
H 0.646 1.637 0.611 -0.29 -0.49 0.22 0.33
H -1.482 0.693 -0.674 -0.06 0.70 -0.50 0.37
H -0.374 0.302 -2.041 -0.19 0.28 -0.12 0.33
H 0.582 -1.430 -0.574 -0.16 -0.29 -0.51 0.26
H -1.203 -1.645 -0.669 -0.02 0.14 -0.18 0.40
H -2.193 -1.918 1.588 0.29 -0.04 -0.33 0.26
H -1.433 -1.123 2.994 0.74 -0.46 0.26 0.27
H 0.517 -0.459 1.612 -0.04 0.33 0.00 0.32
```
Forces are in eV/Å.

As for the SMILES: C=CCCCC=O. The value obtained for the HOMO-LUMO gap is 10.45 eV. For the molecular weight, the calculation gives 98.1 g/mol. The value obtained for the relative energy (zero: lowest compared OMol25 entry of this formula, charge and spin) is 100.7 kJ/mol.

=====

[3]
Entry from the Open Molecules 2025 dataset: a structure of composition C24H18IO2PtSe (ωB97M-V/def2-TZVPD).

Geometry as XYZ:
```
47
Properties=species:S:1:pos:R:3:forces:R:3:mulliken_charge:R:1
Pt -0.554 0.575 -1.071 -0.07 0.26 0.85 0.94
C 3.793 1.067 -2.116 0.01 0.00 0.00 -1.66
C 2.327 1.460 -2.144 -0.23 0.13 0.02 1.20
O 1.521 0.571 -2.397 0.16 0.05 -0.23 -0.71
C 1.950 2.862 -1.876 0.18 -0.15 -0.01 0.39
C 2.989 3.813 -1.847 -0.01 0.05 0.02 -0.50
C 2.771 5.163 -1.713 -0.07 -0.06 0.00 -0.91
C 1.445 5.605 -1.597 0.01 0.07 0.01 -0.30
C 0.406 4.717 -1.603 0.04 -0.02 0.01 -0.65
C 0.598 3.308 -1.718 -0.10 -0.01 -0.05 0.71
O -0.461 2.576 -1.677 0.12 0.20 -0.08 -0.79
H 3.838 -0.012 -2.236 0.03 0.00 0.00 0.35
H 4.252 1.353 -1.168 0.00 -0.01 0.01 0.38
H 4.357 1.543 -2.920 -0.02 0.00 -0.01 0.46
H 4.009 3.467 -1.947 -0.01 0.01 0.00 0.24
H 3.597 5.861 -1.698 0.01 0.00 0.00 0.37
H 1.236 6.664 -1.489 0.01 0.00 -0.01 0.34
H -0.618 5.051 -1.492 0.00 -0.01 0.00 0.37
I -3.227 0.380 -1.076 -0.19 0.28 -0.42 0.03
C -3.029 -1.672 -0.893 0.23 -0.44 0.10 0.38
C -4.144 -2.461 -0.925 0.00 0.02 0.02 -0.71
C -4.007 -3.857 -0.776 -0.02 0.03 -0.01 -0.49
C -2.771 -4.402 -0.593 0.00 0.00 0.00 -0.88
C -1.606 -3.595 -0.553 -0.01 -0.12 0.01 1.00
C -0.334 -4.180 -0.355 -0.03 0.05 -0.02 -0.82
C 0.772 -3.382 -0.315 0.02 0.00 0.00 -0.91
C 0.666 -1.987 -0.472 -0.03 0.04 -0.02 -0.38
C -0.540 -1.347 -0.686 -0.11 -0.56 0.07 -0.06
C -1.713 -2.187 -0.715 -0.04 0.19 -0.02 0.14
H -5.123 -2.022 -1.062 0.00 0.01 -0.01 0.36
H -4.889 -4.486 -0.806 0.00 0.01 0.00 0.38
H -2.659 -5.474 -0.475 0.01 0.00 0.00 0.34
H -0.262 -5.255 -0.235 0.00 0.00 0.01 0.33
H 1.750 -3.822 -0.151 0.00 0.01 -0.01 0.37
H 1.560 -1.380 -0.411 0.02 -0.05 -0.01 0.24
Se 0.701 1.118 1.038 -0.03 -0.10 -0.06 -0.40
C -0.140 0.210 2.502 0.04 0.00 0.10 0.19
C -1.319 -0.529 2.429 0.16 0.11 0.06 0.24
C -1.859 -1.145 3.548 -0.02 -0.03 0.07 -0.54
C -1.241 -1.036 4.785 -0.06 -0.02 -0.05 -0.46
C -0.071 -0.296 4.878 0.05 0.04 0.03 -0.49
C 0.467 0.316 3.757 0.13 0.05 -0.01 -0.60
H -1.815 -0.618 1.485 -0.20 -0.04 -0.35 0.13
H -2.777 -1.714 3.443 0.01 0.00 0.00 0.38
H -1.662 -1.517 5.660 0.00 0.00 0.00 0.35
H 0.431 -0.192 5.834 0.00 0.00 -0.01 0.33
H 1.383 0.889 3.849 0.00 -0.01 0.00 0.31
```
Forces are in eV/Å.

The value obtained for the HOMO-LUMO gap is 6.27 eV. For the molecular weight, the calculation gives 739.3 g/mol. As for the net charge: -1. The value obtained for the relative energy (zero: lowest compared OMol25 entry of this formula, charge and spin) is 0.0 kJ/mol.

=====

[4]
Entry from the Open Molecules 2025 dataset: a cluster of 8 separate species, C5H26NO9 in total (ωB97M-V/def2-TZVPD).

Geometry as XYZ:
```
41
Properties=species:S:1:pos:R:3:forces:R:3:mulliken_charge:R:1
C -1.178 0.238 -0.782 -1.43 -0.18 -2.51 0.92
O -1.276 -0.346 -2.109 0.21 -1.33 0.74 -0.74
C -0.282 1.412 -0.979 0.63 2.54 2.46 0.57
C 0.302 1.872 0.536 -1.73 0.56 -1.99 -0.38
C 1.547 1.119 1.010 -1.46 0.37 -2.89 -0.37
C 1.238 -0.091 1.810 0.04 -3.36 -0.10 0.44
O 2.235 -1.092 1.627 0.90 -0.65 0.53 -0.66
N -1.005 2.658 -1.525 2.06 -2.97 -2.60 -0.87
H -0.771 -0.493 -0.038 -0.85 0.67 -0.55 -0.72
H -2.244 0.660 -0.650 1.87 -1.08 0.83 -0.39
H -0.511 -1.028 -2.098 -0.69 1.09 -0.24 0.50
H 0.531 1.219 -1.730 -1.38 -0.44 1.41 -0.45
H 0.545 2.920 0.188 -0.32 -0.67 1.47 0.48
H -0.601 1.753 1.305 1.79 0.73 -1.67 -0.34
H 2.256 1.775 1.380 1.13 1.36 1.90 0.53
H 2.095 0.956 0.050 -0.44 -1.05 0.67 0.00
H 1.318 0.008 2.933 -0.84 0.55 -1.12 0.30
H 0.225 -0.650 1.491 1.80 1.75 0.97 -0.48
H -1.614 2.917 -0.818 -1.96 0.63 1.29 0.32
H -1.503 2.296 -2.398 0.50 0.87 1.75 0.34
H 3.682 -1.719 -1.441 -0.03 0.32 0.26 0.26
H 2.664 -1.226 0.743 -0.79 0.79 0.39 0.46
O 3.189 -1.097 -0.885 -1.50 -0.79 -0.60 -0.82
H -0.755 -3.265 1.554 -1.25 1.35 2.07 0.46
H -1.493 -2.012 2.061 0.09 -0.49 0.29 0.24
O -1.298 -2.904 2.402 0.87 -0.51 -2.10 -0.71
H 0.841 -3.776 0.306 -0.26 1.22 -0.65 0.25
H 0.291 -2.379 -0.542 1.01 -1.26 -0.04 0.47
O 0.184 -3.056 0.231 -0.55 -0.97 0.78 -0.70
H -3.032 0.052 3.152 -0.22 -0.77 0.21 0.32
H -2.458 1.392 2.862 -0.44 -0.21 -0.52 0.31
O -3.141 0.772 2.537 0.77 0.77 0.62 -0.70
H -3.729 1.696 -0.366 -0.05 0.02 -0.35 0.35
H -3.741 1.732 1.121 -0.01 -0.35 0.59 0.38
O -3.574 2.291 0.367 -0.28 0.71 -0.42 -0.67
H 2.439 0.516 -1.824 1.27 -0.29 -0.67 0.36
H 1.695 1.634 -2.271 1.40 0.55 -1.12 0.80
O 2.568 1.228 -2.489 -1.53 0.08 1.07 -0.72
H 1.044 -2.267 -2.400 0.70 -2.31 -2.69 0.13
H 2.127 -1.358 -1.166 1.28 0.23 -0.07 0.41
O 0.859 -1.703 -1.718 -0.32 2.53 2.64 -0.90
```
Forces are in eV/Å.

The value obtained for the HOMO-LUMO gap is 8.62 eV. For the molecular weight, the calculation gives 244.3 g/mol. As for the net charge: -1. The value obtained for the relative energy (zero: lowest compared OMol25 entry of this formula, charge and spin) is 297.1 kJ/mol.

=====

[5]
Entry from the Open Molecules 2025 dataset: the molecule C3H7N3Si (ωB97M-V/def2-TZVPD).

Geometry as XYZ:
```
14
Properties=species:S:1:pos:R:3:forces:R:3:mulliken_charge:R:1
C 3.037 0.741 -0.317 -2.69 -1.76 0.79 0.03
C 2.958 -0.453 0.617 -0.63 1.52 -2.19 -0.36
C -1.426 -1.528 0.959 -1.28 -0.21 -2.19 -1.05
N 1.982 1.120 -0.916 -1.53 -2.27 2.10 -0.44
N 1.730 -0.861 0.615 -0.03 -0.49 1.12 -0.35
N 0.886 -0.208 -0.061 2.85 2.95 -1.43 0.30
Si -0.851 -0.104 -0.158 -0.31 -1.70 -0.61 0.30
H 3.865 1.333 -0.429 2.29 1.11 -0.42 0.46
H 3.803 -1.021 0.920 0.21 -0.27 0.63 0.36
H -2.332 -1.092 1.328 -0.47 -0.03 1.11 0.28
H -1.764 -2.497 0.528 0.19 0.84 -0.64 0.34
H -0.755 -1.904 1.664 1.15 0.28 1.59 0.37
H -0.910 -0.269 -1.596 -0.42 -0.27 -0.58 -0.11
H -1.780 1.046 -0.007 0.68 0.29 0.73 -0.12
```
Forces are in eV/Å.

The value obtained for the HOMO-LUMO gap is 9.84 eV. For the molecular weight, the calculation gives 113.2 g/mol. The value obtained for the relative energy (zero: lowest compared OMol25 entry of this formula, charge and spin) is 328.9 kJ/mol.

=====

[6]
Entry from the Open Molecules 2025 dataset: the molecule C6H10OS (ωB97M-V/def2-TZVPD).

Geometry as XYZ:
```
18
Properties=species:S:1:pos:R:3:forces:R:3:lowdin_spin:R:1
C -1.259 0.872 1.275 0.55 -0.43 1.58 0.01
C 2.764 1.793 -0.147 8.91 2.96 2.01 0.79
C -0.918 -0.371 1.043 0.18 -2.09 -1.43 0.02
C 1.588 1.234 -0.424 -7.65 -6.12 -2.03 0.70
C -0.738 -2.148 -0.902 0.86 1.00 2.15 0.01
C -0.421 -0.714 -0.399 -0.61 1.03 0.43 0.03
O -0.941 0.362 -1.195 -0.40 -1.25 0.10 0.01
S 1.410 -0.568 -0.437 0.78 2.49 0.22 0.32
H -1.339 1.222 2.280 -0.74 0.19 0.48 0.00
H -1.222 1.553 0.488 -0.11 1.19 -0.85 0.00
H 2.735 2.886 -0.085 0.57 -0.44 0.11 0.04
H 3.813 1.254 -0.034 -2.64 1.20 -0.29 0.04
H -1.026 -1.231 1.740 0.52 0.92 -0.34 0.00
H 0.598 1.689 -0.316 0.81 0.04 0.06 0.03
H -0.844 -2.119 -1.959 0.28 -0.26 -0.98 0.00
H -1.747 -2.328 -0.478 0.80 -0.84 -0.08 0.00
H 0.191 -2.764 -0.545 -2.34 0.42 -0.68 0.00
H -0.742 0.175 -2.110 0.21 -0.01 -0.46 0.00
```
Forces are in eV/Å.

The spin multiplicity is 3. The value obtained for the HOMO-LUMO gap (alpha / beta) is 5.63 / 7.71 eV. For the molecular weight, the calculation gives 130.2 g/mol. The value obtained for the relative energy (zero: lowest compared OMol25 entry of this formula, charge and spin) is 212.8 kJ/mol.

=====

[7]
Entry from the Open Molecules 2025 dataset: a cluster of 3 separate species, C13H26BrNO5 in total (ωB97M-V/def2-TZVPD).

Geometry as XYZ:
```
46
Properties=species:S:1:pos:R:3:forces:R:3:mulliken_charge:R:1
O -2.847 -0.136 -4.234 -2.44 2.40 2.07 -0.47
C -3.521 0.770 -3.710 2.12 -3.27 -1.03 0.56
N -4.006 1.865 -4.604 -0.03 -0.26 1.23 -0.47
Br -2.437 2.668 -5.324 -0.34 0.02 0.02 0.03
O -3.786 0.749 -2.318 1.28 1.26 -2.78 -0.31
C -3.145 1.925 -1.691 -1.19 1.75 1.47 -0.13
C -2.327 1.558 -0.377 -0.11 -1.38 -0.33 -0.74
C -0.870 0.935 -0.623 0.36 0.23 -0.18 0.60
C -0.233 1.233 -2.054 0.60 -0.67 0.46 -0.44
O 0.210 2.619 -2.195 -0.88 -0.58 -0.10 -0.57
H -4.467 1.426 -5.421 0.52 0.08 0.72 0.38
H -2.579 2.548 -2.456 -0.51 -1.01 0.95 0.02
H -4.027 2.585 -1.350 1.34 -0.86 -0.56 0.31
H -2.267 2.438 0.340 -0.19 -0.87 -1.22 0.34
H -2.937 0.744 0.165 0.71 1.34 -0.77 0.31
H -0.849 -0.211 -0.473 -0.11 1.93 -0.21 -0.01
H -0.172 1.425 0.150 -0.88 -1.01 -1.15 -0.17
H -0.878 0.897 -2.938 0.70 0.53 1.26 0.14
H 0.734 0.611 -2.111 -1.43 0.97 0.05 0.26
H -0.554 3.201 -2.382 0.51 -0.61 0.15 0.33
C 2.472 1.992 4.177 -0.13 0.08 0.43 -0.57
C 3.404 1.007 3.505 0.39 0.03 -0.19 -0.60
C 2.431 0.076 2.809 -0.23 -0.20 -0.03 -0.28
O 1.276 0.858 2.475 0.23 0.06 0.21 -0.31
C 1.358 2.118 3.155 -0.12 0.12 -0.32 -0.52
H 2.940 2.948 4.416 -0.05 -0.05 -0.03 0.33
H 2.081 1.560 5.104 0.02 0.07 -0.04 0.27
H 4.020 1.527 2.764 -0.01 -0.07 0.05 0.26
H 4.069 0.489 4.198 -0.05 0.01 -0.05 0.37
H 2.108 -0.732 3.475 0.09 -0.06 0.00 0.27
H 2.849 -0.366 1.902 -0.12 0.06 0.00 0.20
H 1.589 2.887 2.410 -0.02 0.07 0.07 0.30
H 0.394 2.353 3.611 -0.01 -0.08 -0.09 0.31
C 1.133 -4.415 -0.582 0.37 -0.15 -0.21 -0.58
C 0.762 -4.162 0.862 -0.29 -0.19 0.28 -0.58
C 0.776 -2.647 0.930 0.12 0.31 0.05 -0.07
O 0.407 -2.170 -0.371 0.12 -0.39 0.07 -0.28
C 0.438 -3.270 -1.292 -0.30 0.15 -0.16 -0.54
H 0.823 -5.395 -0.950 0.01 0.08 0.00 0.36
H 2.217 -4.329 -0.707 -0.07 -0.03 -0.03 0.26
H -0.249 -4.535 1.057 0.07 0.02 0.03 0.28
H 1.441 -4.626 1.579 -0.04 0.06 -0.03 0.35
H 1.778 -2.268 1.153 -0.02 -0.05 0.09 -0.03
H 0.081 -2.254 1.675 0.03 0.10 -0.10 0.22
H -0.597 -3.527 -1.542 0.04 -0.05 -0.08 0.32
H 0.953 -2.968 -2.207 -0.06 0.10 0.07 0.27
```
Forces are in eV/Å.

As for the SMILES: O=C(NBr)OCCCCO.C1CCOC1.C1CCOC1. The value obtained for the HOMO-LUMO gap is 9.14 eV. For the molecular weight, the calculation gives 356.3 g/mol.